# 1
{
  "formula": "C44H48Cl3N8O6OsTe",
  "method": "wB97M-V/def2-TZVPD",
  "symbols": ["Os", "Cl", "C", "C", "C", "Cl", "C", "O", "C", "Cl", "C", "H", "H", "C", "N", "C", "N", "C", "N", "C", "N", "C", "C", "H", "H", "H", "H", "H", "H", "H", "H", "H", "H", "H", "H", "C", "C", "C", "C", "C", "C", "Te", "N", "C", "O", "C", "C", "C", "C", "C", "C", "C", "C", "C", "C", "C", "C", "C", "C", "C", "C", "H", "H", "H", "H", "H", "H", "H", "H", "H", "H", "H", "H", "H", "H", "H", "H", "H", "H", "H", "H", "H", "H", "H", "O", "C", "N", "C", "C", "C", "C", "C", "C", "O", "N", "C", "O", "N", "C", "O", "H", "H", "H", "H", "H", "H", "H", "H", "H", "H", "H"],
  "coordinates": [[0.3808, -0.4332, 0.2429], [6.0900, 0.0216, 5.1298], [4.9516, -0.1922, 3.8377], [3.5972, -0.2035, 4.1238], [2.6988, -0.3736, 3.0870], [1.0006, -0.4330, 3.4397], [3.1093, -0.5373, 1.7533], [2.3094, -0.7265, 0.7329], [4.5004, -0.5263, 1.5248], [5.0740, -0.7467, -0.0924], [5.4160, -0.3546, 2.5421], [3.2394, -0.0856, 5.1347], [6.4727, -0.3503, 2.3234], [-1.1350, 1.2029, -2.2984], [-1.4730, 1.5329, -3.6735], [-2.1268, 0.3778, -4.2828], [-1.2748, -0.8092, -4.2572], [-0.9372, -1.1037, -2.8745], [-0.2412, 0.0225, -2.2122], [0.9846, 0.3139, -3.0010], [0.6668, 0.6367, -4.3832], [-0.2280, 1.7933, -4.4009], [-0.0354, -0.5001, -4.9742], [-2.0476, 0.9761, -1.7421], [-0.6425, 2.0532, -1.8254], [-2.3770, 0.6145, -5.3192], [-3.0511, 0.1654, -3.7394], [-0.2779, -1.9699, -2.8365], [-1.8516, -1.3215, -2.3137], [1.6333, -0.5617, -2.9497], [1.4909, 1.1623, -2.5382], [-0.4691, 2.0415, -5.4368], [0.2797, 2.6451, -3.9439], [0.6188, -1.3742, -4.9486], [-0.2778, -0.2698, -6.0139], [-7.4798, -4.9470, -3.4567], [-6.4057, -4.3909, -2.5699], [-6.1933, -3.0279, -2.4633], [-5.1974, -2.4972, -1.6438], [-5.0765, -0.9918, -1.5989], [-4.3792, -3.3737, -0.9169], [-2.9671, -2.3113, 0.3321], [-1.2447, 0.0884, 1.2240], [-2.3594, 0.8882, 1.0804], [-3.4950, 0.4532, 1.2702], [-2.1230, 2.3247, 0.7759], [-2.9965, 2.9529, -0.1091], [-2.8417, 4.2987, -0.3955], [-1.8395, 5.0264, 0.2325], [-0.9998, 4.4123, 1.1507], [-1.1390, 3.0602, 1.4223], [-3.8656, -2.9967, 2.1245], [-5.2552, -3.0673, 2.0354], [-6.0152, -3.4537, 3.1233], [-5.3761, -3.7907, 4.3069], [-4.0006, -3.7137, 4.3878], [-3.2039, -3.2992, 3.3142], [-1.7301, -3.1996, 3.5797], [-4.5806, -4.7567, -1.0107], [-3.7582, -5.7414, -0.2351], [-5.5913, -5.2388, -1.8283], [-8.0860, -4.1533, -3.8884], [-8.1376, -5.6154, -2.9008], [-7.0473, -5.5238, -4.2754], [-6.8258, -2.3477, -3.0218], [-5.9333, -0.5441, -2.1024], [-4.1752, -0.6438, -2.1132], [-5.0424, -0.5738, -0.5919], [-3.7852, 2.3725, -0.5692], [-3.5047, 4.7819, -1.1006], [-1.7188, 6.0790, 0.0135], [-0.2315, 4.9850, 1.6517], [-0.5001, 2.5726, 2.1463], [-5.7564, -2.8315, 1.1072], [-7.0921, -3.4962, 3.0410], [-5.9489, -4.1069, 5.1683], [-3.5056, -3.9699, 5.3171], [-1.5399, -2.3658, 4.2564], [-1.1238, -3.0143, 2.7020], [-1.3844, -4.1127, 4.0661], [-2.7085, -5.6841, -0.5185], [-4.0910, -6.7599, -0.4272], [-3.8434, -5.5633, 0.8410], [-5.7450, -6.3103, -1.8922], [2.1016, 3.4205, -0.3939], [1.5319, 2.4194, -0.1584], [0.9140, 1.4307, 0.0699], [2.6129, -4.0794, 1.5405], [2.6660, -4.5780, 0.1023], [1.3064, -4.4863, -0.6209], [1.3998, -5.1162, -2.0241], [0.0771, -5.1271, -2.7761], [0.2841, -5.2627, 0.1886], [0.4491, -6.4227, 0.5131], [-0.8667, -4.6036, 0.5315], [-1.1805, -3.3067, 0.1955], [-1.4628, -1.1365, 1.7806], [-0.2070, -2.4726, -0.2931], [0.9617, -3.0115, -0.7611], [1.7711, -2.2351, -1.2749], [3.6153, -4.0195, 1.9642], [2.0289, -4.7510, 2.1711], [2.1747, -3.0813, 1.6061], [2.9741, -5.6243, 0.0781], [3.3797, -3.9953, -0.4810], [1.7737, -6.1342, -1.9019], [2.1546, -4.5501, -2.5736], [-0.6776, -5.7127, -2.2464], [0.1933, -5.5696, -3.7650], [-0.3231, -4.1206, -2.9153], [-1.5330, -5.1600, 1.0480]],
  "forces_ev_per_angstrom": [[-0.264, 0.157, 0.156], [0.039, 0.009, 0.037], [-0.066, 0.001, 0.055], [0.173, 0.004, -0.105], [-0.083, -0.053, -0.141], [0.144, -0.019, -0.056], [0.235, 0.162, 0.108], [-0.219, -0.597, -0.117], [-0.058, 0.022, -0.004], [-0.068, 0.000, 0.018], [-0.121, 0.005, 0.094], [0.009, 0.006, 0.051], [0.036, 0.004, 0.017], [-0.026, 0.028, 0.098], [0.013, 0.063, 0.027], [-0.101, 0.018, -0.063], [-0.013, -0.057, 0.013], [0.055, -0.162, 0.097], [-0.083, -0.034, 0.007], [0.147, 0.030, 0.093], [0.035, -0.009, -0.002], [0.010, 0.089, -0.061], [0.041, -0.038, -0.103], [0.008, -0.004, -0.031], [-0.035, -0.034, -0.014], [0.001, -0.007, 0.024], [0.031, 0.014, -0.044], [-0.039, 0.028, -0.024], [0.038, 0.004, -0.050], [-0.027, 0.060, -0.017], [0.017, -0.026, -0.025], [0.009, -0.004, 0.025], [-0.005, -0.007, -0.002], [-0.015, 0.006, -0.005], [0.011, -0.011, 0.020], [-0.049, -0.029, -0.040], [0.051, 0.019, 0.036], [-0.003, 0.005, 0.047], [-0.013, -0.078, -0.085], [-0.012, 0.159, -0.049], [0.057, -0.014, -0.022], [-0.176, 0.297, 0.072], [-0.407, -0.123, -0.422], [-0.448, -0.048, 0.238], [0.438, 0.187, -0.058], [-0.250, 0.035, -0.137], [0.131, 0.052, 0.064], [-0.029, -0.034, -0.008], [0.030, 0.021, 0.004], [0.010, 0.028, -0.014], [-0.015, -0.057, 0.043], [0.032, -0.070, -0.082], [-0.070, -0.051, 0.083], [0.026, 0.016, -0.050], [0.001, 0.004, 0.023], [0.025, 0.010, -0.003], [-0.126, 0.020, 0.105], [0.165, -0.134, -0.021], [-0.082, -0.004, 0.036], [0.054, -0.086, 0.037], [0.043, -0.021, -0.048], [-0.022, 0.020, -0.013], [-0.015, -0.014, 0.011], [0.015, -0.010, -0.013], [-0.013, 0.012, -0.016], [0.043, 0.003, -0.017], [-0.036, -0.039, 0.051], [-0.012, -0.032, 0.062], [-0.039, -0.006, -0.015], [-0.004, 0.008, -0.010], [0.003, 0.019, -0.005], [0.012, 0.017, 0.011], [0.048, -0.016, -0.018], [-0.020, 0.021, -0.063], [-0.033, -0.001, 0.001], [-0.016, -0.011, 0.011], [0.010, -0.003, 0.006], [-0.001, 0.006, 0.001], [-0.019, -0.087, -0.018], [0.017, -0.015, 0.038], [-0.063, -0.035, -0.070], [-0.020, -0.004, 0.020], [0.038, 0.042, 0.021], [-0.009, -0.022, 0.002], [-0.026, -0.006, 0.020], [0.212, 0.258, -0.055], [-0.081, 0.014, 0.081], [0.029, 0.026, 0.048], [-0.016, -0.041, -0.063], [-0.121, 0.029, 0.038], [0.108, 0.014, 0.049], [-0.060, -0.016, -0.035], [0.115, -0.200, -0.071], [-0.013, 0.082, -0.014], [-0.151, -0.008, 0.113], [0.106, 0.069, -0.024], [0.068, 0.188, 0.146], [0.863, -0.169, 0.354], [0.107, 0.462, -0.245], [-0.182, -0.351, -0.199], [0.019, -0.005, 0.003], [-0.034, -0.022, 0.011], [0.001, 0.007, -0.023], [0.012, 0.010, 0.006], [-0.008, 0.007, 0.010], [-0.025, 0.002, 0.008], [-0.014, -0.007, -0.022], [-0.006, -0.021, 0.012], [0.016, 0.001, -0.008], [-0.002, 0.025, 0.008], [0.011, 0.045, 0.049]],
  "mulliken_spin": [3.39, 0.00, 0.03, -0.02, -0.01, 0.02, 0.00, 0.06, 0.04, 0.00, -0.02, 0.00, 0.00, 0.00, 0.01, 0.00, 0.01, 0.01, 0.09, 0.02, 0.01, 0.00, 0.00, 0.00, 0.01, 0.00, 0.00, 0.01, -0.01, 0.00, 0.00, 0.00, 0.00, 0.00, 0.00, 0.00, 0.00, 0.00, 0.01, 0.00, 0.04, 0.00, 0.04, 0.05, 0.06, -0.03, 0.00, 0.00, 0.00, 0.00, 0.01, 0.00, 0.00, 0.00, 0.00, 0.00, 0.00, 0.01, -0.03, 0.02, 0.00, 0.00, 0.00, 0.00, 0.00, 0.00, 0.00, 0.00, 0.00, 0.00, 0.00, 0.00, 0.00, 0.00, 0.00, 0.00, 0.00, 0.00, -0.03, 0.00, 0.00, 0.00, 0.00, 0.00, 0.08, 0.12, -0.22, 0.04, -0.01, 0.04, 0.01, 0.00, -0.03, 0.07, 0.03, 0.75, 0.22, 0.15, -0.17, 0.11, 0.00, 0.00, -0.02, 0.00, 0.00, 0.00, 0.00, 0.00, 0.00, 0.00, 0.00],
  "e_tot_ha": -4334.0979,
  "spin_multiplicity": 6,
  "gap_ha": [0.2573, 0.2418],
  "e_lumo_ha": [0.00428, -0.05805],
  "de_lowest_kj_mol": 445.7
}


# 2
{
  "formula": "C3H9N4S",
  "method": "wB97M-V/def2-TZVPD",
  "symbols": ["C", "C", "C", "N", "N", "N", "N", "S", "H", "H", "H", "H", "H", "H", "H", "H", "H"],
  "coordinates": [[0.8215, 1.2188, 1.0936], [-0.1527, 0.5238, -0.7044], [0.8962, -1.1651, 0.7237], [0.3565, 2.2687, 0.6113], [0.5820, 0.1165, 0.3301], [-0.3450, -0.1164, -1.8890], [-0.2739, 1.9020, -0.5382], [-2.3650, 0.2585, 0.5759], [1.2828, 1.2527, 2.0667], [0.9197, -1.3809, 1.8650], [0.1400, -1.9934, 0.4913], [1.9648, -1.4658, 0.4124], [0.0441, -1.0556, -2.0096], [-0.9458, 0.2204, -2.6985], [-1.0758, 2.3965, -0.8137], [-2.7203, 1.3553, 0.1482], [-2.1068, -0.1117, -0.7361]],
  "forces_ev_per_angstrom": [[0.981, -0.364, 1.883], [1.202, 2.316, -2.001], [1.838, -5.451, 2.119], [-1.849, 2.221, -0.734], [-0.454, 0.928, -0.547], [-0.596, -0.371, -0.540], [1.808, -2.394, -0.407], [-0.317, -4.080, 0.663], [0.367, -0.588, -0.100], [-0.062, 1.372, -1.629], [0.941, 1.443, -0.587], [-1.769, 0.262, 0.079], [-0.326, 0.571, 0.176], [1.235, -0.259, 1.861], [-0.687, 1.031, -0.662], [-1.365, 3.549, -0.963], [-0.947, -0.185, 1.389]],
  "nbo_charge": [0.20, 0.64, -0.48, -0.19, -0.38, -0.81, -0.38, -0.19, 0.25, 0.27, 0.25, 0.25, 0.44, 0.46, 0.42, 0.11, 0.14],
  "e_tot_ha": -736.6043,
  "spin_multiplicity": 1,
  "gap_ha": 0.3698,
  "total_charge": 1,
  "e_lumo_ha": -0.12368,
  "de_lowest_kj_mol": 226.4
}


# 3
{
  "formula": "C3H6N2",
  "method": "wB97M-V/def2-TZVPD",
  "symbols": ["C", "C", "C", "H", "H", "H", "H", "H", "H", "N", "N"],
  "coordinates": [[0.0392, 0.2749, 0.0571], [-1.2808, -0.3907, 0.0695], [-2.5081, 0.1941, 0.0270], [2.3033, 1.0948, 0.4764], [2.9680, -0.4616, 0.3810], [0.0039, 1.3813, -0.0557], [-1.0602, -1.4670, 0.0845], [-3.4119, -0.3084, -0.0954], [-2.6087, 1.2609, -0.3073], [2.3484, 0.1856, -0.0887], [1.1236, -0.4671, -0.1120]],
  "forces_ev_per_angstrom": [[0.944, -0.706, -1.588], [-0.048, -0.121, -0.062], [2.794, 1.340, -1.402], [0.150, -1.620, -1.096], [0.287, 0.177, -0.157], [0.594, -0.499, 0.576], [-0.939, 0.186, 0.263], [-1.174, -1.245, 0.251], [0.397, -0.787, 0.988], [-0.605, 1.290, 0.956], [-2.398, 1.984, 1.272]],
  "nbo_charge": [-0.03, -0.21, -0.39, 0.34, 0.37, 0.16, 0.22, 0.20, 0.19, -0.63, -0.21],
  "e_tot_ha": -227.3353,
  "smiles": "C=C/C=N/N",
  "spin_multiplicity": 1,
  "gap_ha": 0.3360,
  "e_lumo_ha": 0.02116,
  "de_lowest_kj_mol": 235.0
}